No. 1
ORCA calculation (the ωB97M-V functional and the def2-TZVPD basis) on a structure of composition C2H2O4.

## Properties
LUMO energy ... -0.001 hartree
Electronic energy ... -378.29487 Ha
ΔE to the lowest compared entry with this formula, charge and spin ... 74.9 kcal/mol
Net charge ... 0

The geometry in XYZ format:
```
8
C2H2O4, DFT the ωB97M-V functional and the def2-TZVPD basis
O 1.31 0.18 -1.08
O -1.94 -0.58 -1.25
O 0.02 -1.28 0.46
O 0.30 1.12 0.75
C 0.42 0.20 -0.27
C -1.01 -0.22 -0.72
H -0.20 -1.09 1.38
H 1.10 1.66 0.72
```


No. 2
ORCA calculation (the ωB97M-V functional and the def2-TZVPD basis) on the molecule C2H2O4S in a non-equilibrium geometry.

## Properties
LUMO energy ... -0.029 hartree
Electronic energy ... -776.47596 Ha
ΔE to the lowest compared entry with this formula, charge and spin ... 28.4 kcal/mol
Net charge ... 0

The geometry in XYZ format:
```
9
C2H2O4S, DFT the ωB97M-V functional and the def2-TZVPD basis
S -1.51 0.52 -1.50
O -1.96 -0.80 -1.74
O 1.23 -1.87 -1.95
O -0.87 1.34 -2.48
O -2.26 1.15 -0.47
C 0.69 -1.10 -1.28
C 0.22 -0.16 -0.49
H 0.69 0.82 -0.24
H -0.58 -0.44 0.26
```


No. 3
ORCA calculation (the ωB97M-V functional and the def2-TZVPD basis) on a structure of composition C2H2O5S in a non-equilibrium geometry.

## Properties
LUMO energy ... 0.240 hartree
Electronic energy ... -851.70788 Ha
ΔE to the lowest compared entry with this formula, charge and spin ... 56.1 kcal/mol
Net charge ... -2

The geometry in XYZ format:
```
10
C2H2O5S, DFT the ωB97M-V functional and the def2-TZVPD basis
S -1.88 0.25 0.36
O 1.07 -1.86 1.03
O 0.52 1.02 -0.85
O 1.79 -0.93 -0.81
O -2.16 -0.56 -0.88
O -2.31 1.67 0.29
C 0.05 0.27 0.12
C 1.04 -0.99 0.19
H 0.53 0.88 1.66
H 1.35 0.24 -1.10
```


No. 4
ORCA calculation (the ωB97M-V functional and the def2-TZVPD basis) on a cluster of 2 separate species, C2H2OS in total in a non-equilibrium geometry.

## Properties
LUMO energy (alpha / beta) ... 0.031 / -0.049 hartree
Electronic energy ... -550.68605 Ha
ΔE to the lowest compared entry with this formula, charge and spin ... 22.3 kcal/mol
Net charge ... 0
2S+1 ... 3

The geometry in XYZ format:
```
6
C2H2OS, DFT the ωB97M-V functional and the def2-TZVPD basis
S -2.97 -0.63 -0.54
O -2.37 0.09 0.65
C 1.10 -0.32 -0.39
C 1.50 0.43 0.47
H 2.03 1.08 1.06
H 0.71 -0.65 -1.26
```


No. 5
ORCA calculation (the ωB97M-V functional and the def2-TZVPD basis) on the molecule C2H2OS2 in a non-equilibrium geometry.

## Properties
LUMO energy ... -0.057 hartree
Electronic energy ... -948.97926 Ha
ΔE to the lowest compared entry with this formula, charge and spin ... 16.2 kcal/mol
Net charge ... 0
SMILES string ... O=CC(=S)S

The geometry in XYZ format:
```
7
C2H2OS2, DFT the ωB97M-V functional and the def2-TZVPD basis
S 0.87 -1.61 -1.24
S -1.66 -0.32 -0.87
O 0.02 1.27 1.09
C 0.71 0.46 0.48
C 0.02 -0.48 -0.47
H -1.72 0.43 0.31
H 1.76 0.25 0.69
```


No. 6
ORCA calculation (the ωB97M-V functional and the def2-TZVPD basis) on a cluster of 2 separate species, C2H2P2 in total in a non-equilibrium geometry.

## Properties
LUMO energy ... -0.020 hartree
Electronic energy ... -759.99019 Ha
ΔE to the lowest compared entry with this formula, charge and spin ... 19.5 kcal/mol
Net charge ... 0

The geometry in XYZ format:
```
6
C2H2P2, DFT the ωB97M-V functional and the def2-TZVPD basis
P -0.12 1.04 -3.00
P 0.09 -0.78 -2.41
C -0.03 -0.63 1.16
C -0.01 0.58 1.31
H 0.20 1.50 1.80
H -0.13 -1.70 1.14
```


Repeat the sixth record exactly.
ORCA calculation (the ωB97M-V functional and the def2-TZVPD basis) on a cluster of 2 separate species, C2H2P2 in total in a non-equilibrium geometry.

## Properties
LUMO energy ... -0.020 hartree
Electronic energy ... -759.99019 Ha
ΔE to the lowest compared entry with this formula, charge and spin ... 19.5 kcal/mol
Net charge ... 0

The geometry in XYZ format:
```
6
C2H2P2, DFT the ωB97M-V functional and the def2-TZVPD basis
P -0.12 1.04 -3.00
P 0.09 -0.78 -2.41
C -0.03 -0.63 1.16
C -0.01 0.58 1.31
H 0.20 1.50 1.80
H -0.13 -1.70 1.14
```


Question: Look up the net charge of the third one.
Answer: -2